1.
The following is a quantum chemistry calculation of one molecule with the formula C3H2N2O2, from the OMol25 dataset.

Atoms and positions in Å:
N 3.735 -0.497 0.175
C 2.453 -0.576 -0.204
C 1.118 0.093 -0.019
N 0.028 -0.511 -0.189
O -1.095 0.470 -0.054
C -2.332 -0.017 0.022
O -2.576 -1.207 0.047
H 1.612 1.260 -0.008
H -2.945 0.985 0.230

**Gap between HOMO and LUMO**: 10.06 eV
**HOMO energy**: -11.25 eV
**Net charge**: 0
**SMILES**: N#C/C=N/OC=O
**Lowest unoccupied orbital energy**: -1.20 eV
**Relative energy (zero: lowest compared OMol25 entry of this formula, charge and spin)**: 125.7 kcal/mol

These are the Mulliken partial charges, in e, on atoms 1 to 2:
1. N -0.3516
2. C 0.0250

2.
The following is a quantum chemistry calculation of one molecule with the formula CHCl3S, from the OMol25 dataset.

Atoms and positions in Å:
S -1.147 0.587 0.763
C 0.326 0.218 -0.258
Cl 0.405 -1.818 -0.173
Cl 1.646 0.938 0.648
Cl 0.475 0.613 -1.937
H -1.705 -0.538 0.957

**Gap between HOMO and LUMO**: 9.56 eV
**HOMO energy**: -10.12 eV
**Net charge**: 0
**SMILES**: SC(Cl)(Cl)Cl
**Lowest unoccupied orbital energy**: -0.56 eV
**Relative energy (zero: lowest compared OMol25 entry of this formula, charge and spin)**: 15.1 kcal/mol

These are the Mulliken partial charges, in e, on atoms 1 to 2:
1. S -0.1082
2. C 0.2708

3.
The following is a quantum chemistry calculation of a 2-piece molecular cluster, C6H15ClNPS overall, from the OMol25 dataset.

Atoms and positions in Å:
C -0.580 -0.896 -1.776
C -1.322 1.323 -1.709
C 1.497 0.303 2.299
C 0.319 -1.571 1.224
C -0.917 0.237 -0.851
C 0.289 -0.061 1.302
N 0.182 0.609 0.037
P 1.325 1.481 -0.881
S 3.496 -1.475 -0.926
Cl 2.669 2.450 0.227
H -0.037 -1.667 -1.298
H -1.549 -1.324 -1.995
H 0.088 -0.419 -2.534
H -2.249 0.960 -2.197
H -0.748 1.806 -2.541
H -1.547 2.194 -1.041
H 2.439 0.069 1.764
H 1.342 1.282 2.595
H 1.501 -0.439 3.039
H -0.078 -1.902 2.158
H 1.286 -2.110 1.117
H -0.285 -1.977 0.424
H -1.811 -0.053 -0.193
H -0.548 0.372 1.845
H 2.701 -2.372 -1.177

**Gap between HOMO and LUMO (spin up / spin down)**: 7.64 / 5.05 eV
**HOMO energy (spin up / spin down)**: -8.46 / -6.97 eV
**Net charge**: 0
**Lowest unoccupied orbital energy (spin up / spin down)**: -0.82 / -1.93 eV
**Relative energy (zero: lowest compared OMol25 entry of this formula, charge and spin)**: 70.8 kcal/mol

These are the Mulliken partial charges, in e, on atoms 1 to 2:
1. C -1.1933
2. C -1.6804

4.
The following is a quantum chemistry calculation of one molecule with the formula C5H14N2O, from the OMol25 dataset.

Atoms and positions in Å:
C 0.280 -1.419 2.934
N -0.307 -0.663 1.858
C -0.117 -1.137 0.519
C -0.581 -0.111 -0.519
N -1.867 -0.519 -1.080
C 0.520 0.169 -1.569
C 1.436 1.305 -1.159
O 0.718 2.523 -0.906
H -0.120 -2.430 3.083
H 1.354 -1.518 2.762
H 0.221 -0.811 3.834
H -1.216 -0.298 2.083
H 0.947 -1.350 0.378
H -0.636 -2.089 0.300
H -0.755 0.823 0.007
H -2.429 0.261 -1.406
H -1.750 -1.191 -1.832
H 1.118 -0.737 -1.728
H 0.059 0.361 -2.547
H 1.901 1.084 -0.204
H 2.164 1.486 -1.953
H 0.238 2.774 -1.701

**Gap between HOMO and LUMO**: 9.28 eV
**HOMO energy**: -8.31 eV
**Net charge**: 0
**SMILES**: CNC[C@H](N)CCO
**Lowest unoccupied orbital energy**: 0.97 eV
**Relative energy (zero: lowest compared OMol25 entry of this formula, charge and spin)**: 46.3 kcal/mol

These are the Mulliken partial charges, in e, on atoms 1 to 2:
1. C -0.9061
2. N -0.2492